Computed, not measured: a 10-piece molecular cluster, C50H118N6O24P4 overall, with ωB97M-V/def2-TZVPD.

Each line ends with the Mulliken charge.
Positions of all 202 atoms, in Å:
C: -25.491 -17.523 6.825  -1.74
C: -26.605 -18.522 6.730  1.96
C: -27.209 -18.699 8.185  -1.10
C: -27.748 -17.936 5.779  -0.62
C: -28.858 -18.970 5.450  -0.74
C: -28.192 -20.265 4.794  -1.31
C: -27.112 -20.931 5.673  1.39
C: -27.833 -21.629 6.924  -1.65
C: -26.306 -22.060 4.861  -1.93
N: -26.136 -19.870 6.176  0.54
O: -25.048 -20.415 6.851  -0.49
H: -25.836 -16.682 7.427  -0.06
H: -24.665 -17.850 7.455  0.65
H: -25.114 -17.140 5.877  0.40
H: -26.572 -19.353 8.781  0.39
H: -27.233 -17.790 8.786  -0.28
H: -28.284 -18.874 8.147  0.25
H: -28.196 -17.142 6.378  -0.07
H: -27.362 -17.497 4.859  0.13
H: -29.381 -19.324 6.338  0.36
H: -29.562 -18.596 4.706  0.35
H: -27.783 -20.120 3.794  0.33
H: -28.991 -20.989 4.632  0.48
H: -28.495 -22.469 6.716  0.42
H: -28.502 -20.988 7.498  0.31
H: -27.091 -22.082 7.582  0.36
H: -25.648 -21.693 4.073  0.40
H: -26.997 -22.781 4.423  0.42
H: -25.639 -22.661 5.479  0.40
H: -24.435 -20.283 6.124  0.35
C: -29.548 -7.996 12.849  -1.72
C: -28.225 -7.232 12.882  1.46
C: -28.432 -5.835 12.089  -1.78
C: -28.013 -6.936 14.395  -0.97
C: -27.153 -7.802 15.184  -0.74
C: -25.885 -8.293 14.412  -1.59
C: -26.156 -8.891 13.006  1.90
C: -24.840 -9.112 12.208  -1.75
C: -26.875 -10.238 13.315  -1.22
N: -27.020 -7.931 12.306  -0.06
O: -27.209 -8.179 10.962  -0.01
H: -29.574 -8.902 13.455  0.38
H: -30.306 -7.359 13.304  0.49
H: -29.863 -8.366 11.873  0.14
H: -28.709 -5.890 11.036  0.29
H: -29.185 -5.193 12.546  0.41
H: -27.472 -5.325 12.173  0.47
H: -27.609 -5.926 14.463  0.39
H: -28.972 -6.927 14.912  0.29
H: -26.892 -7.264 16.095  0.47
H: -27.636 -8.736 15.473  0.32
H: -25.105 -8.805 14.976  0.51
H: -25.379 -7.382 14.096  0.49
H: -23.951 -9.418 12.759  0.33
H: -24.630 -8.165 11.711  0.41
H: -25.060 -9.803 11.395  0.15
H: -26.301 -10.810 14.044  0.38
H: -26.970 -10.852 12.420  -0.03
H: -27.872 -10.183 13.752  0.36
H: -26.771 -7.442 10.531  0.29
C: -28.728 -9.041 7.947  -1.13
C: -30.030 -9.625 7.459  2.06
C: -30.663 -10.682 8.409  -1.76
C: -31.076 -8.427 7.223  -1.16
C: -30.946 -7.641 5.944  -0.60
C: -30.846 -8.624 4.759  -1.33
C: -29.636 -9.589 4.896  1.79
C: -29.599 -10.600 3.707  -1.98
C: -28.355 -8.742 4.644  -1.18
N: -29.836 -10.357 6.199  -0.20
O: -29.000 -11.547 6.295  0.28
H: -28.713 -8.903 9.029  0.50
H: -27.872 -9.697 7.790  -0.47
H: -28.596 -8.059 7.494  0.40
H: -30.009 -11.515 8.670  0.17
H: -30.933 -10.286 9.388  0.41
H: -31.552 -11.201 8.050  0.41
H: -32.107 -8.777 7.261  0.41
H: -31.008 -7.637 7.971  0.32
H: -31.786 -6.956 5.831  0.44
H: -30.006 -7.090 5.984  0.27
H: -30.756 -7.967 3.894  0.39
H: -31.768 -9.184 4.602  0.38
H: -30.430 -11.283 3.884  0.40
H: -28.729 -11.254 3.769  0.17
H: -29.619 -10.082 2.748  0.42
H: -28.274 -7.822 5.224  0.39
H: -28.341 -8.444 3.596  0.56
H: -27.442 -9.311 4.816  -0.25
H: -28.151 -11.115 6.178  -0.23
C: -21.366 -8.245 3.047  -1.76
C: -21.000 -7.610 4.438  2.01
C: -22.275 -7.028 4.982  -1.73
C: -20.308 -8.664 5.368  -0.42
C: -19.544 -8.163 6.630  -0.38
C: -18.612 -7.013 6.154  -1.53
C: -19.187 -5.903 5.277  1.67
C: -20.084 -5.031 6.206  -1.84
C: -17.945 -5.029 4.777  -1.96
N: -19.922 -6.542 4.169  0.31
O: -20.315 -5.672 3.176  -0.51
H: -21.913 -7.602 2.358  0.43
H: -20.558 -8.661 2.445  0.42
H: -22.001 -9.116 3.208  0.22
H: -22.252 -6.807 6.049  0.32
H: -22.534 -6.074 4.523  0.37
H: -23.002 -7.809 4.760  0.33
H: -21.118 -9.305 5.714  -0.64
H: -19.615 -9.287 4.803  0.50
H: -20.207 -7.682 7.350  0.34
H: -19.164 -9.035 7.162  0.35
H: -17.865 -7.476 5.509  0.28
H: -18.094 -6.655 7.044  0.52
H: -19.472 -4.429 6.878  0.45
H: -20.729 -5.532 6.927  0.28
H: -20.813 -4.535 5.565  0.37
H: -17.322 -5.611 4.098  0.42
H: -17.309 -4.633 5.569  0.39
H: -18.290 -4.146 4.240  0.46
H: -19.623 -5.712 2.513  0.34
C: -26.122 -11.783 8.956  0.50
O: -24.809 -11.811 8.460  -0.03
P: -24.650 -11.878 6.831  -0.18
O: -25.477 -10.871 6.095  -0.61
O: -23.112 -11.778 6.623  0.44
C: -22.505 -11.901 5.309  -1.15
O: -24.988 -13.406 6.377  0.25
C: -26.148 -13.706 5.629  1.54
H: -26.327 -12.544 9.709  -0.14
H: -26.876 -11.885 8.176  -0.32
H: -26.287 -10.819 9.438  -0.15
H: -22.493 -11.007 4.686  0.28
H: -23.016 -12.686 4.751  0.32
H: -21.460 -12.173 5.161  0.42
H: -26.924 -12.984 5.880  -0.63
H: -26.540 -14.670 5.954  -0.67
H: -26.089 -13.831 4.548  0.10
C: -29.782 -16.925 1.513  -0.52
O: -29.461 -15.554 1.513  -0.35
P: -28.470 -14.945 2.725  0.54
O: -28.387 -13.468 2.702  -0.37
O: -29.163 -15.656 4.032  0.46
C: -30.450 -15.284 4.532  -0.96
O: -27.110 -15.794 2.503  -0.16
C: -26.299 -15.507 1.403  -0.98
H: -29.410 -17.481 2.374  0.02
H: -29.348 -17.441 0.657  0.29
H: -30.870 -16.975 1.507  0.27
H: -31.242 -15.933 4.158  0.28
H: -30.739 -14.301 4.159  0.29
H: -30.532 -15.127 5.608  0.30
H: -25.320 -15.169 1.745  0.34
H: -26.715 -14.840 0.648  0.36
H: -26.120 -16.359 0.747  0.27
C: -25.032 -13.297 12.049  -0.04
O: -23.919 -14.226 11.845  -0.40
P: -23.891 -15.179 10.603  -0.47
O: -25.151 -15.738 10.133  0.10
O: -23.066 -14.338 9.473  0.51
C: -22.488 -14.888 8.362  0.00
O: -22.759 -16.284 11.013  -0.28
C: -23.154 -17.502 11.613  -0.69
H: -25.921 -13.919 11.946  0.21
H: -24.931 -12.501 11.311  -0.06
H: -24.874 -13.018 13.091  0.24
H: -21.403 -14.962 8.436  -0.13
H: -22.723 -14.261 7.501  0.01
H: -22.747 -15.925 8.148  0.23
H: -24.025 -17.938 11.123  0.17
H: -23.539 -17.310 12.614  0.30
H: -22.449 -18.332 11.663  0.30
C: -20.877 -11.020 8.817  -0.09
O: -19.655 -11.379 9.387  -0.49
P: -18.588 -12.156 8.421  0.62
O: -17.259 -12.481 9.005  -0.79
O: -18.490 -11.128 7.203  0.27
C: -17.511 -11.282 6.212  -1.00
O: -19.409 -13.363 7.797  0.07
C: -18.737 -14.461 7.241  -0.90
H: -21.608 -11.748 9.171  -0.06
H: -20.868 -10.816 7.747  0.00
H: -21.179 -10.060 9.236  0.41
H: -16.841 -10.433 6.081  0.29
H: -18.036 -11.318 5.257  0.35
H: -16.896 -12.178 6.293  0.39
H: -19.267 -15.281 7.725  0.27
H: -17.671 -14.419 7.462  0.42
H: -18.883 -14.541 6.164  0.26
C: -28.366 -15.757 10.371  -0.89
N: -28.295 -14.710 9.350  0.92
O: -27.609 -14.959 8.334  -0.27
O: -28.877 -13.672 9.627  -0.54
H: -28.719 -16.637 9.834  0.26
H: -29.183 -15.576 11.070  0.31
H: -27.388 -15.858 10.841  0.24
C: -26.237 -10.760 2.952  0.32
N: -25.527 -11.663 2.008  0.96
O: -24.365 -12.066 2.332  -0.56
O: -26.169 -12.015 0.988  -0.55
H: -27.025 -10.286 2.367  0.29
H: -25.531 -10.057 3.393  0.07
H: -26.673 -11.356 3.755  -0.46

Its HOMO-LUMO gap is 0.2985 Eh. Its SMILES is CC1(C)CCCC(C)(C)N1O.CC1(C)CCCC(C)(C)N1O.CC1(C)CCCC(C)(C)N1O.CC1(C)CCCC(C)(C)N1O.COP(=O)(OC)OC.COP(=O)(OC)OC.COP(=O)(OC)OC.COP(=O)(OC)OC.C[N+](=O)[O-].C[N+](=O)[O-].